The following is a quantum chemistry calculation of an isolated molecule of C17H18N2O2S2, from the OMol25 dataset.

CARTESIAN COORDINATES (ANGSTROEM)
C -2.68 0.82 4.31
C -2.92 0.36 2.89
N -2.29 -1.00 2.64
C -2.87 -2.08 3.33
S -4.53 -2.45 3.50
S -1.68 -3.26 3.87
C -0.41 -2.26 3.18
O 0.73 -2.40 3.60
C -0.90 -1.15 2.35
C -0.19 -0.55 1.28
C -0.82 0.37 0.28
C -0.10 1.05 -0.68
C -0.84 2.06 -1.60
N 1.27 0.72 -0.88
C 1.94 1.26 -2.08
C 1.76 0.44 -3.31
C 1.30 0.89 -4.51
C 1.23 -0.26 -5.41
C 1.70 -1.32 -4.67
O 2.04 -0.91 -3.37
C 1.88 -0.20 -0.03
C 3.38 -0.50 -0.12
C 1.19 -0.86 0.97
H -3.15 0.18 5.03
H -3.00 1.83 4.42
H -1.60 0.77 4.46
H -2.53 1.10 2.22
H -4.01 0.38 2.70
H -1.87 0.55 0.36
H -1.89 2.09 -1.35
H -0.38 3.05 -1.41
H -0.73 1.76 -2.65
H 3.00 1.37 -1.94
H 1.58 2.27 -2.29
H 1.01 1.90 -4.80
H 0.79 -0.28 -6.39
H 1.67 -2.37 -4.95
H 3.63 -1.00 -1.07
H 3.72 -1.17 0.66
H 3.89 0.45 -0.07
H 1.71 -1.65 1.51

Results
DFT total energy: -1714.89954 hartree
LUMO level: -0.03 eV
energy relative to the best compared isomer or geometry (same formula, charge and spin): 3.6 kcal/mol
SMILES: CCN1C(=S)SC(=O)C1=C1C=C(C)N(Cc2ccco2)C(C)=C1
charge: 0
orbital gap: 6.9 eV

***

The following is a quantum chemistry calculation of an isolated molecule of C17H18N2O5, from the OMol25 dataset.

CARTESIAN COORDINATES (ANGSTROEM)
C -3.09 -4.42 2.20
C -2.93 -3.01 1.74
O -2.91 -2.17 2.64
N -2.78 -2.70 0.38
C -2.53 -3.61 -0.71
C -2.38 -2.64 -1.88
C -1.80 -1.27 -1.40
C -2.03 0.08 -2.12
C -1.42 1.19 -1.36
O -1.77 2.34 -1.68
C 0.01 0.91 -0.85
C 0.91 1.98 -0.40
C 2.21 1.57 0.01
C 3.23 2.54 0.35
C 3.10 3.88 0.26
C 3.99 4.93 0.83
O 3.43 6.02 0.92
N 5.12 4.71 1.55
O 5.94 5.71 2.33
C 2.64 0.23 0.03
C 1.71 -0.74 -0.46
C 0.37 -0.42 -0.81
O -0.34 -1.56 -1.23
C -2.43 -1.31 0.02
H -2.75 -5.13 1.39
H -2.60 -4.59 3.24
H -4.11 -4.76 2.27
H -3.14 -4.46 -0.80
H -1.58 -4.12 -0.51
H -3.40 -2.42 -2.23
H -1.93 -3.15 -2.71
H -3.19 0.12 -2.10
H -1.67 -0.02 -3.20
H 0.41 2.95 -0.25
H 4.13 2.22 0.79
H 2.23 4.24 -0.27
H 5.44 3.70 1.32
H 5.41 6.56 2.43
H 3.65 -0.09 0.21
H 1.95 -1.74 -0.74
H -3.36 -0.73 0.07
H -1.77 -0.84 0.73

Results
DFT total energy: -1144.15666 hartree
LUMO level: -0.57 eV
energy relative to the best compared isomer or geometry (same formula, charge and spin): 156.5 kcal/mol
SMILES: CC(=O)N1CC[C@@]2(CC(=O)c3cc(/C=C/C(=O)NO)ccc3O2)C1
charge: 0
orbital gap: 8.2 eV

***

The following is a quantum chemistry calculation of a structure of composition C17H18N2OS2, from the OMol25 dataset.

CARTESIAN COORDINATES (ANGSTROEM)
C 0.28 6.01 -1.76
H -0.23 6.80 -2.19
H 0.25 5.08 -2.54
H 1.38 6.23 -1.80
C -0.27 5.63 -0.69
C 0.44 4.47 0.02
C -0.14 3.27 -0.19
C 0.83 2.02 0.07
C 2.04 2.18 0.81
C 2.39 3.39 1.12
C 1.89 4.51 0.85
H 2.26 5.57 0.92
H 3.27 3.54 1.50
N 2.57 0.92 1.30
C 1.91 -0.05 0.71
N 2.22 -1.23 1.19
C 1.69 -2.57 0.78
O 2.46 -3.46 1.23
C 0.62 -2.90 0.13
H 0.50 -3.74 -0.17
H 0.47 -2.00 -0.75
C -0.59 -2.53 1.34
H -0.44 -1.73 1.82
H -0.60 -3.40 2.02
C -1.72 -2.69 0.34
C -2.23 -3.95 -0.33
C -2.76 -5.04 0.03
C -2.57 -6.15 -0.82
C -2.45 -5.47 -2.03
S -2.05 -3.92 -2.01
H -2.26 -6.13 -3.03
H -2.94 -7.05 -0.82
H -2.81 -5.32 1.21
H -2.84 -2.45 1.13
H -2.08 -1.70 -0.25
H 3.31 -1.40 1.73
S 0.45 0.29 -0.20
H -1.03 3.03 -0.57
H -0.04 6.43 0.30
H -1.18 5.48 -0.39

Results
DFT total energy: -1639.21813 hartree
LUMO level: 0.38 eV
energy relative to the best compared isomer or geometry (same formula, charge and spin): 349.3 kcal/mol
charge: 0
orbital gap: 8.2 eV

***

The following is a quantum chemistry calculation of an isolated molecule of C17H18N4O2S2, from the OMol25 dataset.

CARTESIAN COORDINATES (ANGSTROEM)
H -6.13 -0.48 -0.69
N -5.20 -0.44 -0.27
C -4.47 -1.49 -0.39
C -5.13 -2.64 -1.12
C -3.11 -1.51 0.26
C -2.76 -2.86 0.70
N -2.63 -3.99 0.91
C -2.03 -1.12 -0.71
O -2.27 -0.96 -1.91
C -0.70 -0.62 -0.24
S -0.99 1.07 0.45
C 0.69 1.36 0.91
N 1.20 0.49 1.76
C 2.52 0.59 2.13
S 3.25 -0.47 3.27
C 4.78 0.36 3.08
C 5.96 -0.17 3.90
C 4.70 1.45 2.22
C 5.79 2.40 1.96
C 3.37 1.55 1.66
C 2.81 2.50 0.74
O 3.53 3.37 0.26
N 1.44 2.43 0.43
C 0.83 3.51 -0.33
C 0.52 3.01 -1.72
C -0.80 3.03 -2.14
H -6.18 -2.36 -1.37
H -5.14 -3.56 -0.53
H -4.58 -2.80 -2.04
H -3.17 -0.88 1.13
H 0.06 -0.65 -1.04
H -0.35 -1.29 0.56
H 6.90 0.30 3.65
H 5.74 -0.03 4.97
H 6.01 -1.27 3.77
H 5.45 3.41 2.22
H 6.66 2.16 2.61
H 6.07 2.37 0.91
H 1.48 4.42 -0.41
H -0.09 3.84 0.18
H 1.35 2.66 -2.32
H -1.61 3.34 -1.50
H -1.03 2.72 -3.15

Results
DFT total energy: -1824.42346 hartree
LUMO level: -0.31 eV
energy relative to the best compared isomer or geometry (same formula, charge and spin): 57.7 kcal/mol
SMILES: [H]/N=C(\C)[C@@H](C#N)C(=O)CSc1nc2sc(C)c(C)c2c(=O)n1CC=C
charge: 0
orbital gap: 7.9 eV

***

The following is a quantum chemistry calculation of a structure of composition C17H18N4O2SW, from the OMol25 dataset.

CARTESIAN COORDINATES (ANGSTROEM)
N -1.28 0.58 -1.72
C -2.25 0.83 -2.29
C -3.53 1.07 -2.92
H -3.78 0.21 -3.56
H -3.46 1.98 -3.54
H -4.31 1.21 -2.15
N 1.55 1.96 0.67
C 1.95 2.73 1.43
C 2.31 3.61 2.52
H 2.37 4.64 2.15
H 3.29 3.31 2.93
H 1.54 3.55 3.32
N 1.20 -1.74 -0.63
C 1.63 -2.83 -0.59
C 2.05 -4.19 -0.47
H 2.14 -4.48 0.59
H 3.03 -4.31 -0.97
H 1.31 -4.85 -0.97
W 1.02 0.57 -1.11
C 0.67 -0.63 1.68
O 0.66 -1.45 2.49
C -1.25 1.18 0.82
O -2.34 1.36 1.17
C 0.90 1.82 -2.78
C 0.83 0.48 -3.20
C 1.81 -0.44 -2.76
C 2.85 -0.01 -1.92
C 2.91 1.32 -1.50
C 1.93 2.25 -1.93
H 0.16 2.54 -3.13
H 0.09 0.14 -3.90
H 1.78 -1.45 -3.16
H 3.62 -0.71 -1.60
H 3.74 1.63 -0.86
H 1.97 3.29 -1.64
S -2.67 -3.44 -1.21
C -3.21 -3.23 0.43
C -2.52 -2.20 1.03
N -1.61 -1.60 0.21
C -1.58 -2.14 -0.98
H -3.98 -3.84 0.88
H -2.67 -1.86 2.06
H -0.94 -1.85 -1.81

Results
DFT total energy: -1491.54768 hartree
LUMO level (spin up / spin down): -15.52 / -16.45 eV
energy relative to the best compared isomer or geometry (same formula, charge and spin): 0.0 kcal/mol
charge: +4
orbital gap (spin up / spin down): 6.9 / 5.9 eV
multiplicity: 3

***

The following is a quantum chemistry calculation of an isolated molecule of C17H18N4O4S2, from the OMol25 dataset.

CARTESIAN COORDINATES (ANGSTROEM)
C -2.31 4.63 2.05
O -2.47 3.24 1.93
C -1.35 2.47 1.91
C -1.54 1.09 1.78
C -0.48 0.22 1.69
C 0.85 0.68 1.74
N 1.92 -0.16 1.51
C 1.78 -1.59 1.55
C 1.37 -2.15 0.17
N 1.85 -1.23 -0.84
C 1.04 -0.55 -1.66
S 1.40 0.94 -2.29
N -0.18 -1.10 -2.01
C -0.41 -2.43 -2.35
O 0.41 -3.31 -2.17
C -1.73 -2.68 -2.91
C -2.82 -1.86 -3.08
C -3.91 -2.53 -3.66
C -3.64 -3.84 -3.92
S -2.06 -4.29 -3.46
C 3.15 -0.70 -0.52
C 3.02 0.27 0.67
C 1.03 2.05 2.00
N 2.29 2.61 2.36
O 2.43 3.82 2.28
O 3.15 1.86 2.80
C -0.05 2.93 2.04
H -3.32 5.04 2.01
H -1.85 4.90 3.01
H -1.71 5.04 1.23
H -2.55 0.72 1.73
H -0.69 -0.82 1.56
H 2.75 -1.99 1.85
H 1.06 -1.88 2.31
H 0.28 -2.23 0.09
H 1.79 -3.14 0.00
H -0.80 -0.42 -2.44
H -2.86 -0.82 -2.80
H -4.85 -2.06 -3.87
H -4.29 -4.57 -4.35
H 3.56 -0.17 -1.38
H 3.80 -1.54 -0.28
H 3.95 0.32 1.25
H 2.80 1.27 0.28
H 0.17 3.98 2.21

Results
DFT total energy: -1974.87290 hartree
LUMO level: -0.22 eV
energy relative to the best compared isomer or geometry (same formula, charge and spin): 95.3 kcal/mol
SMILES: COc1ccc(N2CCN(C(=S)NC(=O)c3cccs3)CC2)c([N+](=O)[O-])c1
charge: 0
orbital gap: 7.7 eV